# 1
This record from the Open Molecules 2025 dataset describes a 10-piece molecular cluster, C5H33N3O9 overall at a distorted geometry. The level of theory is ωB97M-V with the def2-TZVPD basis set.

Atoms and positions in Å:
C: 0.124 -0.946 3.568
N: -0.077 -0.858 2.119
C: -1.130 -1.989 1.870
C: -2.515 -1.292 1.696
N: -2.757 -1.029 0.240
C: 1.120 -1.347 1.391
C: 2.383 -0.476 1.641
N: 2.854 0.141 0.393
H: 0.862 -1.659 4.014
H: -0.815 -1.111 4.070
H: 0.512 -0.027 4.018
H: -0.872 -2.546 0.939
H: -0.986 -2.652 2.747
H: -3.331 -1.990 1.941
H: -2.484 -0.281 2.085
H: -2.250 -0.190 0.017
H: -2.516 -1.812 -0.345
H: 0.902 -1.443 0.321
H: 1.471 -2.398 1.569
H: 2.086 0.382 2.316
H: 3.142 -1.097 2.144
H: 3.187 -0.542 -0.265
H: 2.098 0.708 0.044
O: 1.666 -0.555 -3.488
H: 2.368 -0.826 -2.888
H: 1.069 -0.094 -2.869
O: 0.072 0.570 -1.444
H: -0.641 0.669 -0.774
H: -0.163 1.408 -1.872
O: -2.065 1.896 -2.423
H: -1.587 2.738 -2.337
H: -2.001 1.842 -3.390
O: 1.308 -3.571 -0.416
H: 0.879 -3.729 -1.262
H: 2.153 -3.146 -0.566
O: 1.245 2.728 -3.592
H: 1.396 2.838 -2.623
H: 1.760 1.970 -3.892
O: 0.713 3.341 -1.165
H: 1.071 3.760 -0.362
H: 0.608 4.193 -1.622
O: -1.384 -2.400 -2.712
H: -0.869 -2.340 -3.526
H: -2.010 -1.672 -2.570
O: -1.473 4.042 1.367
H: -1.244 3.173 1.763
H: -2.237 3.693 0.888
O: -0.910 1.482 0.955
H: -0.021 1.787 0.752
H: -0.712 0.661 1.532

Values from the calculation:
E_tot = -28616.6218 eV
SMILES = CN(CCN)CCN.O.O.O.O.O.O.O.O.O


# 2
This record from the Open Molecules 2025 dataset describes a 13-piece molecular cluster, C5H33O15 overall at a distorted geometry. The level of theory is ωB97M-V with the def2-TZVPD basis set.

Atoms and positions in Å:
O: 1.798 -0.712 0.765
C: 1.045 0.295 0.614
O: 1.427 1.414 0.229
C: -0.438 0.129 1.046
C: -0.766 0.946 2.292
C: -2.258 1.590 2.096
C: -3.339 0.567 1.614
O: -3.342 0.370 0.218
H: -1.010 0.582 0.223
H: -0.853 -0.861 1.145
H: -0.766 0.273 3.151
H: 0.030 1.694 2.362
H: -2.083 2.458 1.414
H: -2.599 1.998 3.039
H: -3.331 -0.401 2.181
H: -4.310 0.934 1.782
H: -2.892 -0.425 -0.123
H: 2.419 -1.082 -2.570
H: 1.129 -1.952 -2.215
O: 1.545 -1.379 -2.856
H: 1.605 -1.529 2.618
H: 2.315 -0.945 3.737
O: 1.560 -1.538 3.624
H: 0.884 -3.389 0.981
H: 0.605 -3.469 2.465
O: 0.834 -4.048 1.724
H: 1.096 -2.120 -0.050
H: 1.868 -3.012 -0.788
O: 0.918 -2.901 -0.655
H: 3.539 1.894 -0.560
H: 2.936 2.539 -1.863
O: 3.812 2.245 -1.455
H: 0.801 3.475 0.159
H: 1.318 4.451 -0.796
O: 0.455 4.120 -0.516
H: -1.611 2.439 -1.187
H: -2.905 1.871 -0.653
O: -2.504 2.237 -1.424
H: 3.763 0.518 -1.565
H: 2.820 -0.414 -0.790
O: 3.591 -0.462 -1.425
H: 1.062 2.955 -3.423
H: 0.787 3.006 -1.891
O: 1.469 2.950 -2.577
H: -2.122 -1.344 -1.826
H: -1.066 -1.433 -0.728
O: -2.021 -1.645 -0.882
H: -1.842 -3.393 0.361
H: -0.897 -4.309 1.028
O: -1.809 -4.002 1.091
H: -1.363 0.251 -2.995
H: -0.178 -0.747 -3.043
O: -1.130 -0.690 -3.102

Values from the calculation:
Charge = -1
E_tot = -36437.0478 eV


# 3
This record from the Open Molecules 2025 dataset describes a 11-piece molecular cluster, C5H34N2O10 overall at a distorted geometry. The level of theory is ωB97M-V with the def2-TZVPD basis set.

Atoms and positions in Å:
C: 3.802 -1.211 -0.308
C: 2.457 -0.590 -0.014
C: 2.205 0.897 -0.343
C: 1.268 1.654 0.544
C: 0.425 2.554 0.084
N: -0.519 3.228 0.975
N: 1.434 -1.463 -0.720
H: 3.808 -2.227 0.082
H: 4.023 -1.389 -1.367
H: 4.605 -0.594 0.083
H: 2.263 -0.687 1.058
H: 1.727 0.831 -1.327
H: 3.170 1.363 -0.536
H: 1.408 1.393 1.591
H: 0.291 2.708 -0.975
H: -1.344 3.636 0.523
H: -0.057 3.915 1.565
H: -1.101 2.586 1.520
H: 0.845 -0.940 -1.382
H: 0.832 -1.948 -0.044
H: 1.774 -2.280 -1.196
H: -3.187 1.305 -0.169
H: -1.639 0.987 -0.402
O: -2.276 1.506 0.076
H: -1.005 -1.635 4.964
H: -1.462 -1.170 3.533
O: -0.785 -1.507 4.073
H: -4.952 1.510 -2.869
H: -5.373 0.091 -2.712
O: -4.829 0.739 -2.307
H: -3.716 -1.062 3.577
H: -4.246 0.055 2.798
O: -3.411 -0.219 3.204
H: 0.705 0.175 -3.452
H: -0.605 0.658 -3.183
O: 0.174 0.441 -2.688
H: 1.401 -3.559 2.050
H: 2.276 -4.328 1.028
O: 1.739 -3.538 1.138
H: 1.723 1.533 -5.751
H: 0.829 2.538 -5.277
O: 1.132 1.661 -4.991
H: -3.239 4.716 2.066
H: -3.717 3.582 2.991
O: -3.062 3.810 2.331
H: 0.208 -3.291 4.083
H: 0.140 -4.511 3.126
O: 0.724 -4.022 3.716
H: 0.267 -2.496 -3.626
H: 1.725 -2.924 -3.875
O: 1.143 -2.481 -3.262

Values from the calculation:
Charge = +2
E_tot = -29177.9161 eV


# 4
This record from the Open Molecules 2025 dataset describes a 12-piece molecular cluster, C5H34N2O12 overall at a distorted geometry. The level of theory is ωB97M-V with the def2-TZVPD basis set.

Atoms and positions in Å:
C: -1.085 -2.672 -1.346
C: -1.113 -1.519 -2.024
N: -1.056 -1.473 -3.410
C: -1.341 -0.194 -1.356
C: -0.201 0.832 -1.566
N: 1.124 0.336 -1.110
C: -0.550 2.112 -0.813
O: -0.444 2.043 0.624
H: -0.896 -3.618 -1.832
H: -1.266 -2.749 -0.276
H: -0.757 -2.326 -3.858
H: -0.581 -0.675 -3.808
H: -2.298 0.228 -1.698
H: -1.529 -0.377 -0.284
H: -0.104 1.027 -2.647
H: 1.054 0.089 -0.127
H: 1.364 -0.495 -1.632
H: 0.120 2.949 -1.053
H: -1.567 2.440 -1.048
H: -0.352 1.098 0.945
O: -2.235 -0.748 2.591
H: -2.465 -0.036 3.229
H: -2.137 -1.574 3.158
O: -2.697 1.501 4.085
H: -2.076 1.739 4.788
H: -2.615 2.225 3.419
O: 2.678 -2.525 -3.979
H: 2.579 -1.567 -4.169
H: 2.431 -2.663 -3.059
O: 2.186 2.463 1.185
H: 1.205 2.516 1.149
H: 2.395 2.001 0.364
O: -2.377 3.281 2.109
H: -3.178 3.249 1.572
H: -1.677 2.864 1.560
O: 2.992 1.904 -2.729
H: 2.413 1.672 -1.960
H: 3.892 1.769 -2.406
O: -1.647 -3.073 3.680
H: -2.223 -3.793 3.411
H: -0.807 -3.122 3.177
O: 0.492 -3.046 2.007
H: 0.620 -3.453 1.141
H: 0.443 -2.082 1.820
O: 2.050 0.089 -4.485
H: 2.384 0.826 -3.923
H: 2.361 0.312 -5.369
O: 1.818 0.926 3.383
H: 2.657 0.552 3.660
H: 2.015 1.586 2.683
O: 0.127 -0.368 1.706
H: -0.810 -0.528 2.113
H: 0.685 0.046 2.407

Values from the calculation:
E_tot = -33289.1894 eV
SMILES = C=C(N)C[C@H](N)CO.O.O.O.O.O.O.O.O.O.O.O


Relative energy (zero: lowest compared OMol25 entry of this formula, charge and spin) across the listed records, respectively: 237.01, 60.04, 99.41, 73.12 kJ/mol.
Molar mass across the listed records, respectively: 279.331, 333.304, 282.331, 314.329 g/mol.